88
Properties=species:S:1:pos:R:3:forces:R:3 method="wB97M-V/def2-TZVPD" e_above_lowest_kcal_mol=207.02 charge=0 homo_lumo_gap_ev="5.63 / 5.04" homo_ev="-5.71 / -5.18"
Be -1.2707 -0.1028 -0.1009 -1.07 -0.68 -1.52
C -2.9174 -1.9527 -0.3667 -0.24 0.85 2.41
C -2.1208 -2.2378 -1.3875 2.59 -2.59 0.29
C -2.4488 -2.2570 -2.8042 -2.03 0.45 -1.24
C -3.4725 -1.1185 -3.0789 0.00 -1.24 -2.20
C -3.2410 0.1411 -2.4256 -2.26 2.11 2.30
C -3.8234 0.4937 -1.2407 -0.53 0.51 -2.71
C -4.8548 -0.3036 -0.5615 -0.70 -0.98 0.11
C -4.3636 -1.7487 -0.5430 -1.82 -0.80 0.69
C 2.2056 2.1130 1.0501 -1.61 0.54 0.61
H -2.5735 -1.8855 0.6879 -0.07 -0.86 -0.84
H -1.2313 -2.8748 -1.2405 -0.22 0.65 0.60
H -2.9498 -3.2235 -3.0955 0.72 0.68 0.13
H -1.5621 -2.0586 -3.4447 -0.53 -0.50 0.45
H -3.3982 -0.8996 -4.1323 0.03 -0.04 -0.69
H -4.5182 -1.4000 -2.9669 0.16 -0.31 0.10
H -2.7759 0.9257 -3.0049 -0.46 0.08 0.04
H -3.9402 1.5229 -1.0421 0.67 0.90 0.33
H -5.7968 -0.2481 -1.1814 0.62 0.03 0.71
H -5.1099 0.0290 0.4795 0.40 -0.05 -0.94
H -4.9276 -2.2671 0.2488 0.42 -0.03 0.07
H -4.6507 -2.3127 -1.4274 -0.22 0.22 0.07
H 1.4245 2.5438 1.7323 0.91 -0.11 -0.50
H 1.6391 2.0290 0.0896 1.37 0.97 0.13
H 3.2132 2.6672 1.2629 -1.87 -0.89 -1.16
P 0.7704 -1.6777 -0.1164 0.22 6.44 -0.03
P -0.7385 2.2974 -0.9314 1.88 -2.94 -0.33
C -0.2266 -0.7209 -1.4911 1.33 -0.78 0.67
C -0.7719 0.6315 -1.7163 0.93 1.38 0.74
C 2.0184 -2.6392 -0.8571 0.57 -1.23 -1.18
C 1.6111 -3.3311 -2.0355 1.49 0.15 1.49
C 2.4968 -4.2530 -2.5771 -0.04 -0.28 -0.46
C 3.7905 -4.3700 -2.0175 -0.35 0.13 0.35
C 4.2163 -3.6176 -0.8954 0.18 -0.27 0.04
C 3.3333 -2.7206 -0.2987 -1.99 -0.82 -1.48
C -0.1595 -2.2794 1.2491 0.82 -1.35 0.09
C -0.7620 -1.4471 2.2384 0.55 -1.07 -1.58
C -1.4693 -2.1333 3.2087 -0.77 0.59 0.93
C -1.4520 -3.5372 3.2811 0.28 0.16 -0.23
C -0.7202 -4.3149 2.3606 -0.47 -0.53 0.85
C -0.0380 -3.6894 1.3448 -1.14 1.33 0.55
C 0.2859 3.4048 -1.8902 0.51 1.38 0.43
C 1.4895 3.0129 -2.5549 -1.02 0.27 0.17
C 2.1147 3.9473 -3.4023 -0.78 -0.42 0.57
C 1.5766 5.2444 -3.4815 0.57 0.04 -0.58
C 0.4817 5.6863 -2.7341 0.00 -0.99 0.36
C -0.1515 4.7597 -1.9044 0.43 -0.59 -0.30
C -1.7410 2.9830 0.4210 -0.15 -0.20 -0.41
C -1.4062 3.1253 1.7982 -0.15 0.11 -1.29
C -2.3606 3.7013 2.6373 -0.03 -0.03 -0.79
C -3.6478 3.9842 2.1269 -0.13 0.39 0.58
C -4.0007 3.7416 0.8022 -0.09 0.31 0.27
C -3.0024 3.3343 -0.0586 -0.17 0.13 -0.80
H -0.0699 -1.3238 -2.3990 -0.59 0.63 0.52
H -1.3504 0.6492 -2.6645 1.58 -0.21 1.12
H 0.6276 -3.0917 -2.4131 -0.01 -0.58 -0.24
H 2.1216 -4.9141 -3.4058 0.85 0.77 0.78
H 4.4681 -5.0902 -2.4552 0.06 -0.03 0.04
H 5.2182 -3.7683 -0.4182 -0.94 0.12 -0.83
H 3.5118 -2.0846 0.5370 0.50 0.05 0.46
H -0.7354 -0.3433 2.0779 -0.04 -0.89 0.57
H -2.0777 -1.5168 3.9210 0.69 -0.90 -0.50
H -1.9888 -4.0168 4.0913 -0.03 -0.03 -0.14
H -0.7276 -5.4194 2.4119 0.00 0.76 0.19
H 0.5096 -4.2142 0.5794 -0.03 -0.25 -0.01
H 1.8643 1.9843 -2.3934 -0.25 0.71 -0.34
H 2.9714 3.6112 -4.0116 -0.45 0.52 0.43
H 2.0479 5.9319 -4.1765 -0.03 0.05 0.07
H 0.0816 6.6935 -2.8182 0.30 -0.10 -0.02
H -0.9969 5.0188 -1.2524 0.29 0.08 -0.53
H -0.3867 2.8429 2.0917 -0.73 0.21 0.18
H -2.0803 3.9763 3.6488 -0.23 -0.15 -0.03
H -4.3762 4.5048 2.7643 0.32 -0.51 -0.11
H -5.0116 3.9067 0.4091 0.43 0.17 0.38
H -3.1736 3.2830 -1.1642 0.08 0.08 1.28
O 3.6690 0.0441 1.0151 0.29 0.75 0.66
B 2.4358 0.6720 1.5209 2.57 -0.94 0.60
O 2.2856 0.2965 2.8722 0.56 0.05 0.14
C 3.5943 0.0410 3.2646 0.31 -0.99 1.77
C 4.0687 -0.1766 4.5830 0.87 0.72 -0.91
C 5.4810 -0.2423 4.7993 -0.37 -0.14 -0.21
C 6.3499 -0.3398 3.7001 -0.64 0.18 -0.25
C 5.8253 -0.3188 2.3669 -0.31 0.43 0.74
C 4.4408 -0.0631 2.1653 0.69 -0.75 0.22
H 3.4084 -0.2086 5.4332 -0.26 0.19 0.00
H 5.9201 -0.1968 5.8332 -0.74 -0.27 -1.15
H 7.4464 -0.4125 3.9008 -1.10 0.04 -0.49
H 6.5556 -0.4118 1.5726 -0.38 0.01 -0.29

***

108
Properties=species:S:1:pos:R:3:forces:R:3 method="wB97M-V/def2-TZVPD" charge=0 homo_lumo_gap_ev="5.54 / 6.82" homo_ev="-8.13 / -8.13" spin_multiplicity=7
Eu 0.4946 0.2213 0.1946 -0.25 -0.81 -1.17
C 1.2202 -2.8859 -2.7236 -0.08 -1.09 0.10
C 1.5235 -1.5814 -3.3239 0.74 1.16 -1.85
C 2.1808 -1.2258 -4.5813 -1.59 1.11 1.95
C 2.0435 0.1703 -4.6285 -0.07 -2.05 0.88
N 1.4111 0.5844 -3.4884 0.52 -0.61 -1.75
N 1.1135 -0.4953 -2.7020 -0.46 1.61 0.39
B 1.1650 2.0779 -3.2367 0.52 0.32 0.37
N -0.3244 2.3941 -2.9179 -2.21 -0.96 0.78
C -1.3121 2.9239 -3.7112 -0.02 -1.63 2.35
C -2.5640 2.5826 -3.1683 1.36 0.45 -0.01
C -2.2867 1.9073 -1.9745 2.43 -0.85 -0.24
C -3.1494 1.4575 -0.8519 -1.23 0.30 -0.35
N -0.9371 1.7210 -1.8401 -0.51 0.85 -0.65
N 2.0402 2.5339 -2.0644 3.00 0.14 1.78
C 3.3961 2.9469 -2.1460 -2.06 0.82 1.29
C 3.8308 3.1421 -0.8477 -0.61 0.12 1.22
C 2.7529 2.7514 0.0279 1.55 -0.03 -1.03
C 2.7446 2.6364 1.5462 0.23 0.49 0.53
N 1.7359 2.3402 -0.7164 -0.61 -0.63 -0.92
N 1.6724 2.9537 -4.4350 -2.05 1.90 -0.71
C 1.0922 2.9504 -5.7169 0.42 0.93 0.83
C 0.9092 4.2699 -6.1122 -0.18 -0.93 -0.57
C 1.4076 5.0881 -5.0818 1.33 -1.13 1.67
C 1.7746 6.5712 -5.0724 -0.10 -0.62 -0.45
N 1.7811 4.3168 -4.0321 0.03 -0.18 -1.91
H 1.6814 -3.7044 -3.3037 -0.52 0.28 0.08
H 0.1201 -3.0252 -2.5738 0.97 -0.03 -0.24
H 1.7016 -2.9259 -1.7534 -0.13 -0.09 0.32
H 2.5702 -1.8968 -5.3131 0.22 -0.14 -0.25
H 2.3567 0.8389 -5.4028 0.16 0.18 0.09
H -1.0392 3.5408 -4.5125 0.15 0.47 -1.11
H -3.5189 2.7988 -3.5870 -0.40 0.29 -0.07
H -3.5266 2.3724 -0.3886 -0.06 -0.07 0.34
H -2.6339 0.8722 -0.0930 0.07 -0.08 -0.07
H -4.0685 0.9187 -1.1565 0.69 0.18 -0.09
H 3.8947 3.3647 -3.0317 -0.68 -0.85 0.30
H 4.7446 3.6150 -0.4643 -0.36 -0.50 -0.58
H 2.1425 3.4769 2.0289 0.69 -1.07 -0.65
H 3.8128 2.6892 1.9688 -1.67 -0.27 -0.75
H 2.2749 1.6570 1.8541 0.67 1.01 -0.07
H 0.9011 2.0334 -6.2827 -0.09 0.46 0.47
H 0.4013 4.5984 -7.0151 0.45 -0.12 0.02
H 2.6177 6.7526 -4.3549 -0.92 -0.07 -0.79
H 0.8942 7.1404 -4.8285 -0.28 0.43 0.62
H 1.9907 6.9324 -6.1044 0.36 -0.48 0.72
S -1.2812 2.4939 8.1892 -0.27 0.03 -1.78
N -1.9234 2.9468 6.7362 0.58 -0.55 -0.21
C -1.2373 2.2938 5.7740 0.15 0.10 0.55
C -1.3847 2.4038 4.3035 -1.58 0.42 -0.36
C -2.4492 3.1597 3.7129 2.58 -0.99 -0.98
C -2.4706 3.3151 2.3194 -1.22 0.18 1.39
C -1.4252 2.8202 1.5826 1.78 -1.76 0.16
N -0.4642 1.9824 2.0820 -1.84 0.22 0.74
C -0.5514 1.6770 3.4261 1.11 1.42 -0.72
C 0.4567 0.7629 3.9603 0.30 -1.44 1.70
N 1.0974 -0.1020 3.1141 0.29 1.04 0.99
C 1.9326 -0.9859 3.6875 -0.80 0.66 0.58
C 2.0277 -1.2076 5.0711 0.00 0.47 -0.05
C 1.3871 -0.3535 5.9505 0.00 -0.45 0.29
C 0.6320 0.6786 5.4158 -0.81 -0.34 -1.72
C -0.2148 1.4570 6.2963 -0.16 0.75 1.67
N -0.1417 1.4841 7.6730 0.00 -0.14 -2.16
H -3.0939 3.6581 4.3711 -1.15 0.50 0.62
H -3.3534 3.7629 1.8430 0.74 0.14 0.14
H -1.2995 2.9935 0.5282 -0.19 0.27 -0.31
H 2.5566 -1.5336 3.0305 0.27 -0.70 -0.69
H 2.5933 -2.0399 5.4560 0.23 -0.08 -0.16
H 1.3629 -0.4932 7.0573 0.27 0.06 -1.11
C -4.5474 -4.5789 0.1568 -0.65 0.64 -0.73
C -4.5831 -3.8781 1.5438 0.45 -1.66 1.46
N -4.1160 -2.4682 1.7059 0.78 -1.78 -0.72
C -5.0816 -1.4128 1.5444 -1.20 -0.07 0.29
C -5.6037 -1.1786 0.0948 -0.38 -1.01 1.89
C -2.7743 -2.2054 1.7087 1.46 -1.61 -2.04
S -2.0986 -0.7616 2.2703 0.01 0.89 -0.04
N -1.9388 -3.2081 1.2444 -1.18 1.43 0.43
C -0.7512 -3.0612 0.6544 -1.52 0.76 1.60
O -0.3336 -2.0545 -0.0169 0.06 0.30 0.52
C 0.1303 -4.2082 0.9292 0.34 -0.95 -0.53
C 1.4961 -3.9852 0.8007 0.69 0.60 -0.06
C 2.3730 -5.0822 0.9090 -0.32 0.76 -0.11
C 1.8594 -6.3827 0.9169 1.58 0.66 -0.07
C 0.5099 -6.5948 1.0942 -0.36 0.16 0.54
C -0.3600 -5.5094 1.2313 -0.35 -0.13 -0.72
H -4.4077 -5.6931 0.1201 -0.04 1.08 0.64
H -3.7405 -4.1316 -0.4536 -0.50 -0.27 0.19
H -5.5537 -4.3776 -0.3197 1.22 -0.23 0.11
H -4.1418 -4.5588 2.3470 0.51 1.16 -1.16
H -5.5911 -3.9612 1.9389 -0.53 0.79 -0.33
H -4.6009 -0.5307 1.8927 0.26 0.83 0.30
H -5.8966 -1.6316 2.2449 -0.12 0.13 -0.24
H -6.4525 -0.4894 0.0908 0.34 0.15 0.00
H -5.9575 -2.1206 -0.2994 -0.04 -0.21 -0.33
H -4.7639 -0.8388 -0.4432 0.66 0.46 -1.06
H 1.8393 -2.9084 0.5812 -0.37 -2.09 0.46
H 3.4380 -4.8658 0.9811 -0.21 -0.39 -0.39
H 2.5903 -7.1920 0.7704 -0.61 0.17 0.35
H 0.1922 -7.6258 1.2025 -0.37 0.16 -0.06
H -1.4381 -5.7185 1.4260 1.02 0.55 -0.28
F 6.0115 -2.4312 -0.6451 -0.05 0.81 0.57
C 4.7421 -2.3343 -0.2979 -1.26 -1.81 0.59
F 4.1161 -3.2954 -1.0441 0.02 1.26 0.39
F 4.5510 -2.7298 1.0160 0.71 0.42 -1.13
S 3.9544 -0.6304 -0.3984 -0.98 1.29 -0.78
O 2.4775 -0.9429 -0.1971 0.83 0.09 0.08
O 4.4000 0.1134 0.7494 0.60 -0.50 -0.07
O 4.2625 -0.1121 -1.7122 -0.21 -0.89 1.04

***

Number 1: E -66921.8371 eV. Number 2: E -132901.1463 eV.